{"formula": "C33H27BN6O12", "method": "wB97M-V/def2-TZVPD", "smiles": "CC(=O)N(C(C)=O)C1=CC(=O)c2cc(OC#N)cc(B(N)O)c2C1=O.O=[N+]([O-])c1ccccc1.O=[N+]([O-])c1ccccc1.O=[N+]([O-])c1ccccc1", "homo_energy_ev": -9.721, "elements": ["O", "O", "O", "O", "O", "O", "O", "O", "O", "O", "O", "O", "N", "N", "N", "N", "N", "N", "C", "C", "C", "C", "C", "C", "C", "C", "C", "C", "C", "C", "C", "C", "C", "C", "C", "C", "C", "C", "C", "C", "C", "C", "C", "C", "C", "C", "C", "C", "C", "C", "C", "B", "H", "H", "H", "H", "H", "H", "H", "H", "H", "H", "H", "H", "H", "H", "H", "H", "H", "H", "H", "H", "H", "H", "H", "H", "H", "H", "H"], "xyz": [[-1.27964, -1.09129, 3.84770], [3.27611, 1.58816, 1.57740], [-6.19941, 3.22101, -3.59559], [5.33887, 1.98726, 2.20923], [-6.44463, 2.87723, -1.44265], [-4.11192, -1.23505, 1.49942], [0.61632, 1.06685, 0.50588], [-4.61596, -3.04073, 5.06744], [-3.51268, -8.57933, 2.25218], [-0.92287, -4.74658, -1.37232], [4.70704, 4.84418, -4.00818], [6.70698, 4.65190, -3.12686], [4.31281, 2.26733, 1.57168], [-1.20719, -0.26430, 1.43882], [-5.81732, 2.76875, -2.50602], [-1.16269, -8.96376, 3.73186], [5.67689, 4.17423, -3.62532], [-6.69839, -3.05216, 3.48290], [-3.32122, -3.76774, 1.73438], [5.43273, -0.05473, -3.99551], [5.49321, 4.26159, 0.68484], [-3.77129, 1.94742, -3.64450], [-2.39488, -4.82456, 0.82787], [-1.47771, -0.08851, 2.94827], [-0.82224, -2.59866, 0.16906], [5.51043, 5.40427, -0.11728], [-3.13322, -2.16504, 1.44513], [3.18458, 3.85006, 0.02953], [-1.60925, -1.64530, 0.99198], [-2.07302, 0.75633, -2.40019], [-4.33816, -4.45626, 2.82030], [-4.07091, 1.51520, -1.26711], [-3.51505, -7.08882, 2.11707], [6.65732, 1.91637, -3.31268], [-1.97734, 1.35081, 3.61643], [-2.83738, 0.86164, -1.23689], [4.38479, 0.74390, -4.45662], [-4.53189, 2.06091, -2.47259], [-2.32402, -8.83719, 3.12316], [4.37432, 5.76731, -0.84226], [1.49690, -0.82526, 1.98491], [5.59900, 2.71535, -3.76693], [0.26873, 0.01691, 1.30038], [3.21292, 4.99654, -0.76701], [-2.53811, 1.29413, -3.60128], [-4.45174, -6.08802, 3.01931], [-2.45376, -6.46458, 1.00384], [4.32902, 3.48367, 0.75027], [-1.34596, -4.12678, -0.26507], [6.56702, 0.52786, -3.42798], [4.46243, 2.13350, -4.34412], [-5.28182, -3.49929, 3.80598], [1.16686, -1.42777, 2.93676], [-5.30031, -2.82629, 5.76707], [2.33061, 5.28766, -1.33270], [-3.10710, 1.35543, 3.92036], [-1.76233, -7.20039, 0.37105], [-2.46942, 0.43732, -0.30533], [-7.15513, -3.64938, 2.75661], [5.36445, -1.13811, -4.07813], [-1.10828, 0.25276, -2.37023], [6.41133, 6.01091, -0.17992], [7.38026, -0.10116, -3.07227], [-4.11967, 2.36120, -4.58831], [-1.93733, 1.20672, -4.50404], [-1.31308, 1.48902, 4.59776], [-1.65744, 2.19912, 2.87681], [3.50536, 0.28251, -4.90044], [2.27277, 3.25822, 0.07501], [-5.18334, -6.59400, 3.81376], [2.37453, -0.10867, 2.33360], [-4.65321, 1.59171, -0.35124], [0.23868, -2.30463, -0.22440], [4.39436, 6.65603, -1.47073], [3.63591, 2.74189, -4.70532], [7.54795, 2.35499, -2.86798], [6.38681, 3.99212, 1.24360], [1.98673, -1.59021, 1.23034], [-6.59665, -2.08370, 3.06608]], "atomic_forces_ev_per_a": [[-1.24, 5.92, -6.43], [1.60, 1.10, 0.02], [0.52, -0.65, 1.61], [-1.56, 0.33, -0.91], [0.87, -0.14, -1.55], [5.88, -5.99, 0.06], [-2.73, -6.69, 5.06], [-2.75, -1.21, -2.21], [3.90, 2.08, 3.15], [-2.48, 3.90, 7.06], [1.41, -0.90, 0.57], [-1.54, -0.64, -0.73], [0.25, -0.90, 0.75], [0.56, -2.18, 1.86], [-1.18, 0.65, -0.07], [-10.81, 1.06, -5.49], [0.12, 1.31, 0.13], [2.07, -0.25, -0.94], [0.15, -4.18, -0.01], [0.00, 0.13, 0.01], [-0.04, -0.02, -0.03], [-0.01, 0.01, 0.06], [-1.22, -0.96, 1.56], [0.03, -3.95, 6.02], [-1.65, 1.60, 1.45], [-0.31, -0.25, 0.07], [-3.15, 3.68, 0.12], [0.00, -0.04, 0.00], [0.94, -3.72, -1.26], [-0.16, 0.08, -0.01], [1.99, -1.95, -2.00], [0.01, 0.03, -0.10], [0.70, 4.69, -0.96], [-0.08, 0.02, -0.01], [1.78, -0.25, -0.50], [-0.15, 0.10, -0.33], [0.34, 0.19, 0.18], [0.90, -0.46, 0.02], [6.78, -0.30, 2.40], [-0.02, -0.06, 0.07], [0.12, -0.40, 0.81], [-0.06, -0.99, -0.05], [3.68, 5.13, -4.51], [0.35, -0.13, 0.23], [-0.23, 0.04, 0.33], [2.80, 0.40, -2.75], [-2.43, 2.51, 2.13], [0.02, 0.78, -0.57], [1.00, -1.83, -3.07], [-0.30, 0.25, -0.13], [0.04, 0.00, 0.04], [0.51, 1.10, 1.77], [0.28, 1.11, -2.04], [1.01, -0.08, -1.43], [0.17, -0.11, 0.14], [2.23, -0.21, -0.95], [-1.70, 1.97, 1.52], [-0.20, 0.26, -0.29], [0.67, 0.83, 0.73], [0.02, 0.23, 0.01], [-0.18, 0.10, 0.02], [-0.18, -0.19, 0.02], [-0.15, 0.19, -0.07], [-0.09, -0.03, 0.35], [-0.18, 0.04, 0.16], [-1.57, -0.53, -2.19], [-1.05, -1.49, 1.36], [0.17, 0.15, 0.09], [0.30, -0.05, 0.12], [1.81, 1.44, -1.93], [-2.24, -1.26, -1.07], [0.01, 0.06, -0.34], [-2.29, -0.65, 0.68], [0.01, -0.22, 0.12], [0.33, 0.02, 0.17], [-0.32, 0.09, -0.13], [-0.33, -0.11, -0.07], [-1.27, 1.67, 1.30], [-0.42, -1.29, 0.78]]}

---

{"formula": "C33H27BrIN7O4Ti", "method": "wB97M-V/def2-TZVPD", "spin_multiplicity": 3, "relative_energy_kcal_mol": 36.1, "s2": 2.02, "homo_energy_ev": [-5.634, -7.994], "elements": ["I", "Br", "Ti", "O", "O", "O", "O", "N", "N", "N", "N", "N", "N", "N", "C", "C", "C", "C", "C", "C", "C", "C", "C", "C", "C", "C", "C", "C", "C", "C", "C", "C", "C", "C", "C", "C", "C", "C", "C", "C", "C", "C", "C", "C", "C", "C", "C", "H", "H", "H", "H", "H", "H", "H", "H", "H", "H", "H", "H", "H", "H", "H", "H", "H", "H", "H", "H", "H", "H", "H", "H", "H", "H", "H"], "xyz": [[-0.88513, -3.92522, 1.75116], [1.12688, -6.44973, 0.36233], [0.32229, 0.08588, 0.49900], [-6.09959, -0.24473, 0.86396], [-0.57501, 1.34463, 1.68445], [-5.02077, 1.27970, 2.05852], [-2.56668, 2.05825, 2.40078], [-2.30777, -1.47950, -0.37566], [-0.59813, -0.02813, -3.51589], [-1.55527, -0.58975, 0.29417], [2.29597, 0.69531, -0.10050], [-0.02627, 2.17375, -0.73989], [2.69200, 1.89539, 1.76318], [0.40384, -0.53070, -1.60153], [1.46891, -2.17376, 4.73829], [5.47298, -0.52034, 2.23463], [-1.22607, -7.45268, -0.83751], [1.87996, 1.72286, 0.65718], [-1.58967, -5.50055, 0.53365], [-0.18488, -4.01330, -2.74142], [2.27200, -2.38083, 3.62924], [-3.62385, -1.31295, -0.13564], [-2.43488, 0.18258, 0.96489], [1.01969, 2.80899, 0.06795], [-3.76114, -0.24919, 0.71584], [0.03245, 0.44047, -2.40630], [1.91261, -1.84570, 2.39729], [-0.89846, -3.69784, -3.90238], [-2.94617, -5.56890, 0.23462], [-0.06399, -0.95413, 3.33663], [-5.06332, 0.26333, 1.22345], [-1.12920, -2.38622, -4.27648], [0.30023, 1.88708, -2.13341], [-3.44189, -6.57278, -0.58130], [-0.61441, -1.40421, -3.44265], [0.74767, -1.08385, 2.18940], [0.28852, -3.03427, -1.88613], [0.04610, -1.70787, -2.24085], [0.28117, -1.47631, 4.57807], [4.24629, -0.86421, 0.17133], [3.63719, 0.88687, 1.74241], [-2.57868, -7.51140, -1.12682], [5.27989, -1.19998, 1.03096], [3.40320, 0.17292, 0.55093], [-0.73463, -6.45993, -0.00102], [-1.85442, 1.27592, 1.75748], [4.66448, 0.54305, 2.60573], [0.00749, -5.05281, -2.52136], [1.36579, 2.06215, -2.29243], [5.95051, -2.00807, 0.76843], [-4.38394, -1.92537, -0.58993], [-2.95163, -8.28958, -1.77915], [0.55853, 3.38474, 0.86727], [1.64501, 3.48767, -0.53071], [-1.86580, -2.23579, -0.87437], [-0.90782, 2.65680, -0.65774], [0.84288, -3.26045, -0.98359], [1.74551, -2.57305, 5.70643], [3.18736, -2.95568, 3.71790], [-1.26002, -4.49848, -4.53363], [6.27880, -0.82737, 2.88834], [-4.50320, -6.62099, -0.78626], [-0.38115, -1.32885, 5.42376], [4.83312, 1.07584, 3.53249], [2.47359, 2.48809, 2.54431], [-0.26281, 2.51096, -2.83331], [2.56268, -2.06911, 1.56175], [4.08394, -1.39665, -0.75716], [-1.00022, 0.53406, -4.24528], [-3.61254, -4.82354, 0.64987], [-1.67326, -2.13807, -5.17839], [-0.54171, -8.17664, -1.25925], [-4.08874, 1.61726, 2.23499], [-1.01914, -0.44674, 3.27944]], "atomic_forces_ev_per_a": [[-0.19, -0.32, -0.28], [-0.08, 0.00, -0.08], [1.71, -0.21, -1.12], [0.06, -0.01, 0.03], [-1.33, 0.84, 0.92], [-0.08, 0.15, 0.10], [-0.04, -0.19, -0.13], [-0.05, 0.18, 0.12], [0.03, 0.25, 0.01], [-2.25, -0.23, 0.30], [0.67, 0.56, -0.36], [0.25, -0.13, -0.24], [0.00, 0.14, -0.06], [-0.38, -0.13, -0.88], [-0.03, -0.08, 0.05], [0.01, 0.04, 0.04], [0.08, -0.05, -0.04], [0.42, 0.28, 0.18], [0.26, 0.21, 0.30], [0.07, -0.07, 0.17], [0.08, -0.03, -0.06], [-0.07, -0.06, -0.12], [-0.25, -0.61, -0.39], [0.26, 0.16, 0.11], [0.27, 0.26, 0.22], [0.12, -0.35, -0.11], [-0.16, -0.18, 0.04], [-0.07, 0.12, -0.14], [-0.02, 0.07, 0.02], [0.07, -0.24, 0.01], [-0.11, -0.09, -0.17], [0.02, 0.00, -0.07], [-0.08, 0.00, 0.07], [-0.02, 0.00, -0.03], [0.13, -0.26, 0.25], [0.46, -0.62, 0.94], [-0.02, 0.12, 0.04], [-0.04, -0.05, -0.42], [-0.06, 0.05, 0.02], [-0.04, 0.08, 0.07], [0.07, -0.12, -0.33], [-0.01, 0.02, 0.00], [0.00, -0.09, -0.08], [0.27, 0.12, 0.29], [-0.01, 0.10, 0.01], [0.14, 0.67, 0.42], [-0.01, 0.02, 0.09], [-0.01, -0.07, 0.11], [-0.02, -0.01, -0.07], [-0.01, 0.00, 0.01], [0.04, -0.07, 0.03], [-0.01, -0.01, 0.02], [-0.07, -0.04, -0.02], [-0.07, 0.02, 0.00], [0.07, -0.02, 0.00], [-0.04, -0.03, 0.12], [-0.04, -0.13, 0.01], [0.01, 0.00, 0.00], [0.00, 0.00, 0.00], [-0.02, 0.00, 0.02], [0.01, 0.03, 0.00], [0.00, 0.02, -0.03], [0.00, -0.02, 0.00], [-0.02, -0.01, 0.01], [-0.03, -0.05, 0.06], [0.04, 0.02, 0.01], [0.09, 0.04, -0.03], [-0.01, 0.00, 0.00], [0.04, 0.05, -0.01], [-0.02, -0.04, 0.03], [0.03, -0.03, -0.03], [-0.01, -0.01, 0.03], [-0.02, -0.07, -0.02], [0.02, 0.10, 0.03]]}